{"formula": "C24H31NO5", "method": "ωB97M-V/def2-TZVPD", "relative_energy_kcal_mol": 57.7, "homo_ha": -0.19558, "e_tot_ha": -1364.00440, "symbols": ["C", "N", "C", "C", "C", "C", "C", "C", "C", "C", "C", "H", "H", "H", "H", "H", "H", "H", "H", "H", "H", "H", "H", "H", "H", "C", "C", "O", "C", "C", "C", "O", "O", "C", "C", "C", "C", "C", "C", "O", "C", "C", "C", "O", "H", "H", "H", "H", "H", "H", "H", "H", "H", "H", "H", "H", "H", "H", "H", "H", "H"], "xyz": [[0.3116, 0.9202, 4.8829], [0.4876, 1.3948, 3.5101], [-0.6892, 1.9482, 2.8376], [1.6809, 1.3231, 2.9604], [2.0910, 1.9596, 1.7403], [1.6160, 3.2307, 1.3142], [2.0239, 3.7511, 0.0962], [2.9703, 3.0850, -0.6923], [3.3958, 3.6731, -2.0009], [3.5065, 1.8737, -0.2359], [3.0612, 1.3023, 0.9421], [-0.6686, 1.2371, 5.2444], [0.3758, -0.1752, 4.9268], [1.0972, 1.3383, 5.5262], [-1.5793, 1.4349, 3.2239], [-0.7842, 3.0276, 3.0382], [-0.6349, 1.7776, 1.7561], [2.3987, 0.6820, 3.4920], [0.9548, 3.8090, 1.9622], [1.6249, 4.7072, -0.2496], [4.1080, 3.0117, -2.5003], [2.5372, 3.8166, -2.6681], [3.8675, 4.6558, -1.8740], [4.2795, 1.3835, -0.8297], [3.4372, 0.3388, 1.2871], [2.2778, -2.2282, -1.9984], [2.2417, -2.3527, -0.5030], [0.8859, -2.0217, -0.1106], [0.6981, -1.7436, 1.1899], [-0.7073, -1.5975, 1.5810], [-1.5955, -0.8206, 0.7093], [-2.5175, -0.0907, 1.0963], [-1.3170, -0.8824, -0.6064], [-2.2389, -0.1030, -1.3938], [-1.7070, -0.0919, -2.7971], [-1.1380, -2.0633, 2.8466], [-2.3867, -1.6495, 3.4072], [-2.8720, -2.1744, 4.5784], [-2.1661, -3.2152, 5.2287], [-2.8171, -3.8133, 6.2607], [-2.2105, -4.9506, 6.9089], [-0.8809, -3.5914, 4.7581], [-0.3829, -3.0213, 3.5953], [1.6424, -1.5905, 1.9733], [3.2879, -2.4374, -2.3569], [1.5906, -2.9323, -2.4780], [2.0045, -1.2160, -2.3148], [2.4517, -3.3818, -0.1798], [2.9367, -1.6530, -0.0248], [-3.2393, -0.5557, -1.3446], [-2.2793, 0.9140, -0.9870], [-2.4421, 0.3948, -3.4431], [-0.7715, 0.4766, -2.8573], [-1.5162, -1.0987, -3.1826], [-2.9626, -0.8972, 2.8814], [-3.8202, -1.8454, 4.9994], [-2.9290, -5.2111, 7.6860], [-2.0860, -5.7889, 6.2087], [-1.2437, -4.6775, 7.3541], [-0.2968, -4.3404, 5.3001], [0.6024, -3.3081, 3.2317]], "atomic_forces_ev_per_a": [[0.096, -0.476, 0.518], [1.590, 0.225, -0.753], [-0.482, 0.260, -0.153], [-1.387, -0.581, 0.939], [0.409, 0.512, -1.262], [0.038, -0.603, 0.196], [0.090, 0.020, 0.214], [-0.149, -0.154, 0.283], [0.168, 0.062, -0.304], [-0.101, 0.160, -0.188], [-0.312, 0.199, 0.686], [0.224, -0.092, -0.081], [-0.174, 0.160, -0.203], [-0.290, -0.029, -0.216], [0.342, 0.010, -0.210], [0.024, -0.390, 0.035], [0.040, -0.032, 0.361], [-0.307, 0.355, -0.179], [0.138, -0.223, -0.324], [0.126, -0.250, 0.163], [-0.078, 0.146, -0.004], [0.118, -0.064, 0.145], [-0.080, -0.200, 0.048], [-0.269, 0.032, 0.161], [-0.082, 0.182, -0.155], [0.116, -0.017, -0.458], [-0.669, 0.380, 0.231], [1.144, -0.405, -0.230], [-1.328, 0.356, 0.750], [0.662, 1.160, -2.235], [0.616, -0.456, 1.443], [0.072, -0.232, -0.158], [-0.594, 0.441, -0.644], [0.389, -0.149, 0.088], [0.133, 0.114, -0.466], [-0.445, -0.396, 1.995], [0.668, 0.136, -0.217], [0.487, -1.197, 0.666], [0.705, 0.390, -0.934], [0.147, -0.773, 0.959], [-0.382, 0.881, -0.474], [-1.110, 0.146, 0.552], [-0.428, 0.813, -0.467], [0.304, -0.194, -0.261], [-0.008, -0.020, -0.065], [0.074, 0.113, 0.109], [0.013, -0.132, 0.090], [0.077, 0.305, 0.056], [-0.066, -0.294, -0.022], [0.245, 0.185, 0.094], [-0.212, -0.217, -0.093], [0.090, -0.026, -0.082], [-0.117, -0.115, 0.015], [-0.093, 0.112, 0.130], [0.126, -0.173, 0.142], [0.115, -0.143, -0.115], [0.217, -0.123, -0.017], [0.025, 0.209, 0.113], [-0.179, -0.121, -0.060], [-0.211, 0.220, -0.275], [-0.273, -0.009, 0.121]]}